# C13H22BCaCsF5N5O2

C13H22BCaCsF5N5O2 as an isolated structure in a non-equilibrium geometry (ωB97M-V with the def2-TZVPD basis set, the OMol25 dataset).

LUMO in eV: -11.1
Net charge: +2
HOMO in eV: -12.7

Last column: Mulliken charge in e.
Geometry (Å):
N  -1.0666  -0.4849  0.7762  -0.27
C  -0.1644  0.1333  -0.0518  0.27
N  1.3412  0.0766  -0.1671  -0.74
C  1.5215  1.0221  -1.3737  -0.21
N  0.2250  1.6289  -1.8976  -0.09
N  -0.7455  1.0667  -1.0867  0.63
C  -2.2475  1.2128  -1.0160  0.13
C  -2.8397  2.6433  -0.3829  -0.11
C  -4.4445  2.9540  -0.1902  -0.46
C  -5.4859  1.7464  -0.6647  -0.18
C  -4.9329  0.3177  -1.3332  -0.36
C  -3.3255  0.0336  -1.5108  -0.14
H  -1.3052  -1.5001  0.6762  0.27
H  -1.6414  0.0487  1.4961  0.30
H  2.6055  1.2290  -1.8199  0.14
H  0.0414  2.3013  -2.6770  0.32
H  -2.0706  3.4934  -0.0539  0.28
H  -4.8282  3.9748  0.2906  0.34
H  -6.6389  1.9460  -0.5144  0.37
H  -5.7960  -0.4540  -1.6224  0.33
H  -2.9379  -0.9951  -1.9551  0.18
B  -8.3389  0.8578  -3.0267  0.64
F  -7.7598  2.0173  -3.6853  -0.41
F  -8.5004  1.1361  -1.6089  -0.41
F  -9.6362  0.5646  -3.6138  -0.36
F  -7.4593  -0.2869  -3.1987  -0.41
O  -1.1581  -3.1162  -0.8422  -0.61
H  -0.3692  -3.6788  -0.8447  0.33
H  -0.9814  -2.4621  -1.5349  0.29
Cs  1.5638  0.1316  1.9778  0.97
C  -1.0962  4.8131  -4.4845  -0.58
O  -0.6756  3.4894  -4.2102  -0.60
H  -0.2474  5.3829  -4.8698  0.23
H  -1.8911  4.7960  -5.2340  0.29
H  -1.4578  5.2795  -3.5647  0.28
H  -1.4492  3.0084  -3.8701  0.28
C  7.7563  -2.1207  4.2672  -1.14
C  7.5542  -3.5048  4.8703  -0.31
C  6.5000  -4.3307  4.1325  -0.44
C  5.1596  -3.7299  4.2168  0.26
N  4.1049  -3.2512  4.2775  -0.47
H  6.8446  -1.5189  4.3218  0.32
H  8.5414  -1.5835  4.8119  0.36
H  8.0611  -2.1919  3.2175  0.30
H  7.2785  -3.3997  5.9264  0.35
H  8.5069  -4.0430  4.8389  0.36
H  6.4676  -5.3360  4.5702  0.31
H  6.7903  -4.4511  3.0823  0.36
F  6.6638  -4.7134  6.7778  -0.40
Ca  3.9638  -0.1522  -1.6222  1.21


# C26H57Br2N3O3PSi2

C26H57Br2N3O3PSi2 as an isolated structure (ωB97M-V with the def2-TZVPD basis set, the OMol25 dataset).

LUMO in eV: 2.1
Net charge: -1
HOMO in eV: -1.4

Last column: Mulliken charge in e.
Geometry (Å):
C  6.1042  -2.5885  -1.4512  -1.22
C  5.1990  -2.5197  -2.6866  -0.45
C  4.5094  -3.8515  -2.9908  -0.76
C  3.2110  -4.0757  -2.2122  -0.12
C  2.2509  -5.0391  -2.8986  -1.04
C  1.0457  -5.3847  -2.0308  0.49
C  -0.1639  -5.8526  -2.8336  -0.34
C  -1.2890  -6.4511  -1.9938  -1.40
C  -1.8465  -5.5016  -0.9258  -0.34
C  -2.5386  -4.2465  -1.5131  -0.65
Si  -1.9102  -2.6167  -0.9110  -0.41
O  -0.4001  -2.2668  -1.4604  0.13
O  -2.9213  -1.4337  -1.4358  -0.35
Si  -2.4995  0.1731  -1.6024  0.46
C  -4.0636  1.1606  -1.6533  -1.19
C  -1.4549  0.4241  -3.1452  -0.71
C  -1.6522  -0.6457  -4.2322  -0.04
C  -0.4227  -0.8608  -5.1203  -0.99
N  0.5728  -1.6854  -4.4159  -0.40
P  -1.2772  1.0116  0.1127  0.33
N  -0.8660  2.4749  -0.3083  -0.65
C  -1.9152  -2.5110  0.9615  -0.27
Br  -3.6553  -2.0656  1.6013  -0.16
C  -0.9793  -2.6887  1.8788  0.74
C  -1.0861  -2.5192  3.3564  -1.53
Br  0.7561  -3.2433  1.3312  -0.12
H  7.1253  -2.8869  -1.7005  0.31
H  6.1605  -1.6294  -0.9327  0.36
H  5.7173  -3.3207  -0.7360  0.30
H  4.4309  -1.7554  -2.5219  0.27
H  5.7776  -2.1912  -3.5547  0.37
H  4.3058  -3.9368  -4.0651  0.41
H  5.2028  -4.6610  -2.7280  0.31
H  3.4358  -4.4694  -1.2122  0.31
H  2.7023  -3.1167  -2.0487  0.10
H  1.8918  -4.5869  -3.8330  0.32
H  2.7947  -5.9528  -3.1725  0.34
H  1.3154  -6.1395  -1.2792  0.43
H  0.7777  -4.4912  -1.4614  -0.55
H  0.1566  -6.5870  -3.5837  0.48
H  -0.5468  -4.9940  -3.4028  0.12
H  -0.9262  -7.3683  -1.5151  0.43
H  -2.1170  -6.7456  -2.6509  0.33
H  -1.0354  -5.2242  -0.2412  0.13
H  -2.5770  -6.0483  -0.3236  0.46
H  -3.6053  -4.2451  -1.2585  0.62
H  -2.4971  -4.2540  -2.6097  0.51
H  -0.1843  -2.6457  -2.3342  0.05
H  -4.6324  1.1113  -0.7228  0.29
H  -4.6910  0.7840  -2.4687  0.33
H  -3.8176  2.2053  -1.8595  0.33
H  -1.6203  1.4273  -3.5474  0.52
H  -0.4123  0.4148  -2.8015  0.27
H  -2.5078  -0.3853  -4.8634  0.46
H  -1.8876  -1.6093  -3.7715  -0.25
H  -0.7067  -1.3782  -6.0405  0.47
H  -0.0162  0.1192  -5.4094  0.32
H  0.9165  -1.1680  -3.6109  0.16
H  1.3793  -1.8684  -5.0045  0.24
H  -2.0521  0.8531  1.2816  0.09
H  -0.2047  0.1201  0.3671  -0.06
H  -1.1878  3.1411  0.3923  0.17
H  -1.8828  -1.8155  3.6024  0.47
H  -0.1514  -2.1459  3.7695  0.39
H  -1.3015  -3.4847  3.8244  0.28
C  0.0261  5.8818  1.4165  -1.37
C  0.4414  5.2741  2.7676  1.52
C  1.2806  6.3025  3.5441  -1.59
C  0.4769  7.4669  4.1339  -0.59
C  -0.9627  7.0625  4.4906  -1.42
C  -1.1521  5.5587  4.6997  1.85
N  -0.7917  4.8611  3.4750  0.42
O  -0.9384  3.4699  3.6360  -0.91
C  -2.6434  5.2943  4.9330  -2.03
C  -0.4029  5.0708  5.9610  -1.76
C  1.3355  4.0650  2.4933  -1.41
H  -0.5556  5.1312  0.8819  0.15
H  0.8851  6.1676  0.7982  0.32
H  -0.6083  6.7595  1.5629  0.38
H  1.7948  5.7749  4.3493  0.29
H  2.0699  6.6798  2.8840  0.61
H  0.9923  7.8255  5.0302  0.36
H  0.4601  8.3125  3.4406  0.34
H  -1.2856  7.5928  5.3929  0.51
H  -1.6487  7.3603  3.6914  0.29
H  -3.1979  5.5522  4.0286  0.44
H  -3.0165  5.8939  5.7730  0.39
H  -2.7952  4.2367  5.1384  0.39
H  -0.7664  5.5883  6.8559  0.40
H  0.6724  5.2322  5.8910  0.35
H  -0.5790  4.0001  6.0616  0.35
H  2.2257  4.4015  1.9449  0.38
H  0.8066  3.3216  1.9043  0.04
H  1.6404  3.5947  3.4276  0.40


# C2H7NO3

A 2-piece molecular cluster, C2H7NO3 overall in a non-equilibrium geometry (ωB97M-V with the def2-TZVPD basis set, the OMol25 dataset).

SMILES: O=CNCO.O
LUMO in eV: 0.8
HOMO in eV: -10.4

Last column: natural (NBO) charge in e.
Geometry (Å):
O  0.9854  0.9829  0.9949  -0.64
C  1.4351  0.0439  0.3878  0.56
N  1.1221  -0.2263  -0.9147  -0.63
C  -0.2070  0.1269  -1.4182  0.07
O  -1.1441  -0.8524  -1.0891  -0.74
H  2.1839  -0.7059  0.7119  0.12
H  1.3268  -1.1507  -1.2816  0.39
H  -0.1605  0.4056  -2.4659  0.18
H  -0.4845  1.0348  -0.8591  0.18
H  -1.6433  -0.6313  -0.2966  0.51
O  -1.5226  -0.0093  1.6877  -0.98
H  -0.8228  0.6475  1.6629  0.50
H  -2.0382  0.1684  2.4772  0.48


# CH5N3

An isolated molecule of CH5N3 in a non-equilibrium geometry (ωB97M-V with the def2-TZVPD basis set, the OMol25 dataset).

SMILES: [H]/N=N/NC
LUMO in eV: 1.1
HOMO in eV: -8.8

Last column: natural (NBO) charge in e.
Geometry (Å):
H  3.0353  1.2360  -0.2650  0.33
N  2.3897  0.5879  -0.7429  -0.49
N  1.3311  0.5253  -0.0589  0.00
N  0.2876  -0.0947  -0.4932  -0.42
C  -0.9623  -0.1782  0.4416  -0.41
H  0.1233  -0.3259  -1.4863  0.37
H  -0.8389  -0.7909  1.3607  0.21
H  -1.2783  0.8349  0.8176  0.21
H  -1.7678  -0.7091  -0.3255  0.20


# H12O6V

H12O6V as an isolated structure in a non-equilibrium geometry (ωB97M-V with the def2-TZVPD basis set, the OMol25 dataset).

Multiplicity: 3
⟨S²⟩: 2.0056
LUMO (spin up / spin down) in eV: -15.8 / -14.7
Net charge: +3
HOMO (spin up / spin down) in eV: -25.3 / -25.8

Last column: Mulliken spin population.
Geometry (Å):
V  -0.0704  -0.0993  0.1628  2.00
O  -0.0680  -2.2556  0.4155  0.00
H  0.0666  -2.8928  -0.2989  0.00
H  -0.0191  -2.8400  1.1641  0.00
O  0.7860  0.4324  1.9425  0.00
H  1.6871  0.6271  2.1742  0.00
H  0.2137  0.7132  2.6543  0.00
O  1.9369  -0.2476  -0.4779  0.01
H  2.6371  0.2106  -0.0109  0.00
H  2.3122  -0.3298  -1.3446  0.00
O  -0.0917  1.9338  -0.7897  0.00
H  -0.8168  2.4098  -1.2585  0.00
H  0.3264  2.6039  -0.2475  0.00
O  -0.7328  -0.4961  -1.8108  -0.02
H  -0.7549  0.3010  -2.3663  0.00
H  -0.2483  -1.1564  -2.3195  0.00
O  -1.9908  0.2634  0.7854  0.00
H  -2.4460  1.1150  0.6264  0.00
H  -2.7270  -0.2927  0.9995  0.00


# C17H16ClN3O4PtS

C17H16ClN3O4PtS as an isolated structure in a non-equilibrium geometry (ωB97M-V with the def2-TZVPD basis set, the OMol25 dataset).

LUMO in eV: 0.1
HOMO in eV: -7.4

Last column: natural (NBO) charge in e.
Geometry (Å):
Pt  -0.3146  -0.0426  -2.2834  0.86
Cl  5.3169  4.3730  -1.2754  -0.01
C  4.1898  3.0932  -1.6275  -0.11
C  4.6441  1.7620  -1.6569  -0.18
C  3.7830  0.7384  -1.9313  -0.23
C  2.4048  0.9728  -2.1915  0.43
O  1.6655  -0.0452  -2.4724  -0.67
C  1.9670  2.3255  -2.1632  -0.31
C  0.6248  2.7152  -2.4607  0.44
O  -0.3316  1.9864  -2.7507  -0.59
C  2.8802  3.3666  -1.8783  -0.14
H  5.6874  1.5572  -1.4545  0.23
H  4.1243  -0.2875  -1.9562  0.22
H  0.4291  3.7956  -2.4533  0.14
H  2.5263  4.3904  -1.8702  0.22
O  -2.2961  -0.0453  -2.1630  -0.54
N  -2.8627  -1.2479  -1.9811  0.00
C  -4.2158  -1.2571  -1.9371  0.03
C  -4.8997  -2.4221  -1.7676  -0.27
C  -4.1721  -3.6166  -1.6367  -0.17
C  -2.8069  -3.5804  -1.6783  -0.23
C  -2.1164  -2.3631  -1.8559  0.01
S  -0.4092  -2.2432  -1.9113  -0.04
H  -4.6635  -0.2818  -2.0486  0.24
H  -5.9785  -2.4032  -1.7396  0.23
H  -4.6866  -4.5588  -1.5063  0.23
H  -2.2111  -4.4767  -1.5797  0.23
N  -0.3333  0.8679  0.2609  -0.44
C  -0.4829  0.6818  1.3926  0.44
N  -0.6558  0.4173  2.6824  -0.47
C  0.0999  1.1750  3.6821  -0.23
C  1.3105  0.3680  4.1202  -0.09
O  0.9156  -0.9109  4.5878  -0.52
C  0.2833  -1.6564  3.5597  -0.09
C  -0.9782  -0.9531  3.0892  -0.23
H  -0.5588  1.3523  4.5353  0.20
H  0.3973  2.1319  3.2569  0.23
H  1.8314  0.8611  4.9398  0.20
H  2.0032  0.2560  3.2753  0.17
H  0.0484  -2.6354  3.9755  0.20
H  0.9723  -1.7850  2.7145  0.18
H  -1.6991  -0.8974  3.9083  0.20
H  -1.4325  -1.4781  2.2503  0.23


# C39H56ClN7P2Ru

C39H56ClN7P2Ru as an isolated structure (ωB97M-V with the def2-TZVPD basis set, the OMol25 dataset).

Multiplicity: 5
⟨S²⟩: 6.0891
LUMO (spin up / spin down) in eV: -4.5 / -7.6
Net charge: +2
HOMO (spin up / spin down) in eV: -11.1 / -13.0

Last column: Mulliken spin population.
Geometry (Å):
Ru  0.7473  0.3081  -0.0429  2.07
C  0.3979  -3.3495  -2.0485  0.04
C  1.4630  -2.3890  -2.5655  -0.02
C  2.8323  -2.7965  -2.0088  0.01
P  1.1403  -0.5817  -2.2581  0.01
C  2.3774  0.1150  -3.4723  0.01
C  2.1316  -0.2722  -4.9306  0.00
C  2.5669  1.6244  -3.3768  -0.01
C  -0.5755  -0.3654  -2.8476  -0.05
C  -1.0310  -0.9054  -4.0417  -0.06
C  -2.3875  -0.9501  -4.3415  0.11
C  -3.3126  -0.5062  -3.4017  -0.04
C  -2.8851  0.0542  -2.2154  0.13
C  -1.5118  0.1975  -1.9421  0.17
N  -1.0493  0.8325  -0.7790  0.33
C  -1.7371  1.9058  -0.2201  0.08
C  -2.6216  2.7123  -0.9701  0.15
C  -3.2681  3.7802  -0.3895  -0.04
C  -3.0441  4.0885  0.9487  0.14
C  -2.1278  3.3424  1.6843  -0.07
C  -1.4522  2.2732  1.1214  0.04
P  -0.2723  1.1972  2.0116  0.03
C  -1.3503  0.3968  3.3101  0.02
C  -1.8932  1.3842  4.3521  0.00
C  -2.5383  -0.3557  2.7147  0.00
C  0.8817  2.2005  3.1002  0.00
C  0.8228  3.7215  2.9142  -0.01
C  2.3083  1.6510  2.9762  0.01
H  0.6457  -4.3637  -2.3724  0.00
H  -0.6016  -3.1175  -2.4185  -0.01
H  0.3724  -3.3502  -0.9629  0.01
H  1.4875  -2.4613  -3.6520  0.00
H  2.7901  -2.8680  -0.9184  0.00
H  3.6413  -2.1209  -2.2950  0.00
H  3.0911  -3.7872  -2.3863  0.00
H  3.3045  -0.3590  -3.1410  0.00
H  1.2354  0.2140  -5.3205  0.00
H  2.0539  -1.3476  -5.0914  0.00
H  2.9751  0.0765  -5.5283  0.00
H  1.6559  2.1493  -3.6657  0.00
H  3.3585  1.9362  -4.0635  0.00
H  2.8453  1.9310  -2.3745  0.00
H  -0.3222  -1.3362  -4.7379  0.01
H  -2.7240  -1.3686  -5.2820  0.00
H  -4.3749  -0.6117  -3.5895  0.00
H  -3.6106  0.3514  -1.4683  0.00
H  -2.7585  2.5256  -2.0266  0.00
H  -3.9350  4.3900  -0.9872  0.00
H  -3.5680  4.9144  1.4148  0.00
H  -1.9427  3.6148  2.7117  0.00
H  -0.6747  -0.3078  3.8040  0.00
H  -2.7781  1.8929  3.9675  0.00
H  -1.1804  2.1365  4.6919  0.00
H  -2.2056  0.8173  5.2305  0.00
H  -3.2029  0.3384  2.1892  0.00
H  -3.1167  -0.8188  3.5183  0.00
H  -2.2451  -1.1375  2.0273  0.02
H  0.5623  1.9724  4.1136  0.00
H  0.7719  4.0125  1.8657  0.00
H  1.7133  4.1768  3.3544  0.00
H  -0.0390  4.1533  3.4222  0.00
H  2.6745  1.7238  1.9568  -0.01
H  2.3505  0.6003  3.2746  0.00
H  2.9798  2.2132  3.6293  0.00
C  5.6894  -2.0763  3.9413  0.00
C  6.2970  -1.5165  2.6549  0.00
C  6.2552  0.0101  2.6315  0.00
C  5.6492  -2.1347  1.4039  0.00
N  4.2614  -1.6956  1.1824  0.01
C  3.8213  -0.6330  0.5174  0.07
N  2.5189  -0.5850  0.6626  -0.16
N  2.1699  -1.6589  1.4351  0.01
N  3.2166  -2.3293  1.7390  0.00
H  6.1918  -1.6478  4.8096  0.00
H  5.7958  -3.1622  3.9928  0.00
H  4.6256  -1.8382  4.0197  0.00
H  7.3430  -1.8241  2.6021  0.00
H  5.2290  0.3860  2.7051  0.00
H  6.7197  0.4181  1.7266  0.00
H  6.8003  0.4079  3.4876  0.00
H  5.6159  -3.2171  1.4932  0.00
H  6.2096  -1.8742  0.5080  0.00
H  4.4408  0.0611  -0.0306  0.00
Cl  -2.5074  -7.8701  2.7222  0.03
C  -2.1757  -6.3162  2.0645  0.20
C  -1.1194  -5.5629  2.5725  -0.10
C  -0.8526  -4.3208  2.0462  0.18
C  -1.6364  -3.7831  0.9950  0.07
C  -1.3665  -2.5200  0.4586  0.60
C  -2.7023  -4.5774  0.5042  0.18
C  -2.9656  -5.8214  1.0277  -0.10
H  -0.5193  -5.9657  3.3793  0.00
H  -0.0275  -3.7324  2.4368  0.03
H  -1.9915  -2.1022  -0.3223  -0.02
H  -0.5105  -1.9505  0.8056  -0.10
H  -3.3165  -4.1925  -0.3037  0.01
H  -3.7793  -6.4243  0.6447  0.00
N  2.2984  4.7095  -0.6481  0.00
C  1.2160  4.6821  -1.4918  0.00
C  0.7076  3.4275  -1.3809  0.01
N  1.4505  2.6902  -0.4726  0.00
C  2.3998  3.5043  -0.0558  0.01
H  2.8994  5.5005  -0.4880  0.00
H  0.9122  5.5293  -2.0863  0.00
H  -0.1248  3.0112  -1.9193  0.00
H  3.1791  3.2652  0.6505  0.00